1.
{"formula": "C6H19BrMnNO4", "method": "ωB97M-V/def2-TZVPD", "charge": 1, "homo_lumo_gap_ev": [8.5, 8.6], "relative_energy_kcal_mol": 11.8, "multiplicity": 6, "lumo_ev": [-2.853, -2.880], "mol_weight_g_mol": 304.063, "total_energy_ha": -4320.57823, "s_squared": 8.753, "symbols": ["Mn", "Br", "C", "C", "C", "O", "C", "N", "H", "H", "H", "H", "H", "H", "H", "H", "H", "H", "H", "O", "H", "H", "C", "C", "O", "O", "H", "H", "H", "H", "H", "H"], "coordinates": [[1.13759, 0.09970, -0.43154], [3.45343, -0.84450, -0.68448], [-3.18659, 0.42873, -0.16007], [-1.70216, 0.06572, 0.01942], [-1.41290, -1.34418, -0.45002], [-0.00733, -1.68091, -0.42890], [0.23459, -3.07728, -0.73851], [-0.77908, 1.00698, -0.64956], [-3.27174, 1.48882, 0.07881], [-3.75201, -0.18850, 0.53808], [-3.52932, 0.33294, -1.19034], [-1.51110, 0.04873, 1.09241], [-1.85307, -1.45125, -1.44143], [-1.91824, -2.04686, 0.21251], [-0.30317, -3.73483, -0.05547], [1.27560, -3.34867, -0.56321], [0.01987, -3.31610, -1.78013], [-1.18602, 1.16270, -1.56074], [-0.90111, 1.90412, -0.20197], [0.92804, -0.09084, -2.59033], [0.36175, -0.62342, -3.14881], [1.57078, 0.28673, -3.19079], [2.22790, 1.96103, 1.54477], [1.16635, 1.20214, 2.25098], [1.00537, -0.07437, 1.73689], [1.93186, 2.06450, 0.15819], [3.18236, 1.46997, 1.73438], [2.31800, 2.95624, 1.98015], [0.22140, 1.73290, 2.13501], [1.30508, 1.23287, 3.33169], [0.81321, -0.59176, 2.52237], [2.16069, 2.96864, -0.06935]]}


2.
{"formula": "C6H19ClNO4", "method": "ωB97M-V/def2-TZVPD", "charge": -1, "homo_lumo_gap_ev": 7.7, "relative_energy_kcal_mol": 27.9, "lumo_ev": 3.350, "mol_weight_g_mol": 204.674, "total_energy_ha": -1055.91394, "symbols": ["Cl", "C", "O", "C", "C", "N", "C", "C", "O", "C", "H", "H", "H", "H", "H", "H", "H", "H", "H", "H", "H", "H", "H", "H", "H", "O", "H", "H", "O", "H", "H"], "coordinates": [[-13.98901, -29.24877, 14.13749], [-12.43910, -26.60102, 10.06623], [-13.72947, -26.89059, 10.71482], [-14.74121, -27.21443, 9.75126], [-16.12194, -27.58054, 10.43774], [-16.01282, -28.72256, 11.40782], [-16.01566, -30.01853, 10.72528], [-15.54725, -31.28575, 11.45294], [-16.21097, -31.43725, 12.76620], [-15.79073, -32.69009, 13.38722], [-12.67621, -25.89852, 9.26725], [-11.87591, -27.40781, 9.59716], [-11.69130, -26.13963, 10.71123], [-14.47911, -27.92250, 8.96510], [-14.99901, -26.32051, 9.18333], [-16.91223, -27.95755, 9.78858], [-16.54886, -26.72447, 10.96022], [-15.09819, -28.73821, 11.83596], [-15.26637, -30.02318, 9.93368], [-16.96338, -30.22061, 10.22618], [-14.46170, -31.26732, 11.54960], [-15.84911, -32.16972, 10.89119], [-14.86969, -32.39784, 13.89156], [-15.72650, -33.54352, 12.71221], [-16.53842, -32.88350, 14.15641], [-11.80161, -29.39201, 11.57687], [-12.39243, -29.43577, 12.32870], [-10.98324, -29.04762, 11.93448], [-13.33814, -31.98922, 16.48132], [-13.76053, -31.42816, 15.83091], [-13.95786, -32.70562, 16.61898]]}


3.
{"formula": "C6H19IN2Zn", "method": "ωB97M-V/def2-TZVPD", "homo_lumo_gap_ev": 8.4, "relative_energy_kcal_mol": 0.0, "lumo_ev": 0.261, "mol_weight_g_mol": 311.526, "total_energy_ha": -2426.55471, "symbols": ["C", "C", "H", "H", "H", "H", "H", "H", "Zn", "C", "H", "H", "H", "I", "N", "C", "C", "C", "N", "H", "H", "H", "H", "H", "H", "H", "H", "H", "H"], "coordinates": [[1.61676, -4.07333, -0.98983], [2.86120, -3.29758, -1.45908], [1.82306, -4.65317, -0.11566], [1.14228, -4.70749, -1.72847], [0.83393, -3.29177, -0.89000], [2.92383, -2.53992, -0.69774], [3.78570, -3.90418, -1.49597], [2.61669, -2.86760, -2.43599], [-0.33998, 0.37662, -0.33865], [-0.89568, 0.10718, -2.14753], [-0.18831, 0.59664, -2.80006], [-1.86632, 0.44357, -2.40157], [-0.80873, -0.96342, -2.27851], [1.12765, -0.77867, 1.60883], [0.54087, 2.33446, 0.04051], [0.13441, 2.69194, 1.45126], [-1.34839, 2.67410, 1.76694], [-2.31861, 1.61270, 1.21086], [-1.80891, 0.18634, 1.22314], [1.50797, 2.04036, 0.03592], [0.48750, 3.15561, -0.53357], [0.69087, 1.99351, 2.11136], [0.55604, 3.68112, 1.63541], [-1.44013, 2.73939, 2.86317], [-1.77223, 3.60327, 1.39847], [-3.28742, 1.61722, 1.77426], [-2.56024, 1.81216, 0.12525], [-2.53072, -0.49251, 0.93496], [-1.48309, -0.09658, 2.13228]]}


4.
{"formula": "C6H19INO3", "method": "ωB97M-V/def2-TZVPD", "homo_lumo_gap_ev": [10.0, 5.4], "multiplicity": 2, "lumo_ev": [0.407, -4.175], "mol_weight_g_mol": 280.126, "total_energy_ha": -818.03796, "s_squared": 0.753, "symbols": ["I", "C", "O", "H", "H", "H", "H", "C", "O", "H", "H", "H", "H", "C", "C", "C", "O", "C", "N", "H", "H", "H", "H", "H", "H", "H", "H", "H", "H", "H"], "coordinates": [[-36.01087, 9.46968, -34.02308], [-35.43185, 12.10849, -30.35610], [-34.71659, 11.16437, -31.02865], [-35.41452, 12.04508, -29.26809], [-35.06365, 13.10902, -30.58294], [-36.46739, 11.98445, -30.67292], [-35.31538, 10.74277, -31.64938], [-33.16773, 12.20700, -34.22246], [-32.81007, 10.87106, -34.30408], [-33.39142, 12.72609, -35.15446], [-34.09959, 12.26522, -33.66002], [-32.37651, 12.78451, -33.74437], [-33.60240, 10.33060, -34.34541], [-40.74349, 6.79723, -34.59681], [-39.42597, 7.39611, -34.09611], [-39.01860, 6.97937, -32.67941], [-38.54291, 5.61887, -32.71544], [-39.07802, 4.76914, -31.76489], [-38.38306, 6.98909, -35.02324], [-40.90651, 6.96803, -35.66093], [-41.64861, 7.28505, -34.23501], [-40.87384, 5.73813, -34.37454], [-39.51024, 8.48255, -34.07057], [-39.95147, 7.12195, -32.13395], [-38.27900, 7.70221, -32.33504], [-38.71822, 3.74489, -31.86262], [-40.15526, 4.90503, -31.86081], [-38.86045, 5.03525, -30.73051], [-37.79228, 7.80050, -34.91053], [-38.71946, 7.13241, -35.96473]]}


5.
{"formula": "C6H19NO2Sb", "method": "ωB97M-V/def2-TZVPD", "charge": -1, "homo_lumo_gap_ev": 7.4, "lumo_ev": 3.495, "mol_weight_g_mol": 258.983, "total_energy_ha": -685.25843, "symbols": ["C", "C", "C", "O", "Sb", "C", "C", "O", "C", "N", "H", "H", "H", "H", "H", "H", "H", "H", "H", "H", "H", "H", "H", "H", "H", "H", "H", "H", "H"], "coordinates": [[-1.96892, -2.57294, -0.12037], [-1.27014, -2.46172, -1.62741], [-1.41898, -0.96238, -2.30225], [-0.12665, -0.45520, -2.85790], [0.99713, 0.43104, -1.36642], [2.17932, 1.25647, 0.34198], [1.44907, 0.73392, 1.75298], [2.31173, 1.01302, 2.94819], [-0.07482, 1.31586, 1.94677], [-0.20510, 2.81474, 1.72755], [-3.03025, -3.05415, -0.22823], [-1.31936, -3.29630, 0.53107], [-2.02216, -1.51308, 0.40141], [-1.68472, -3.33256, -2.29396], [-0.10422, -2.62615, -1.43174], [-1.84617, -0.23648, -1.47115], [-2.24915, -0.99684, -3.15456], [2.15161, -0.89550, -1.48467], [2.00970, 1.27960, -2.55618], [-0.08043, 1.81705, -1.27712], [0.08968, -0.48770, -0.18980], [2.32555, 2.41692, 0.30524], [3.25408, 0.75118, 0.36077], [1.35423, -0.44759, 1.62069], [1.76775, 1.62949, 3.55351], [-0.38173, 1.07543, 3.07443], [-0.88957, 0.79591, 1.28079], [0.03148, 3.00414, 0.72603], [-1.24895, 3.00382, 1.79037]]}